{
  "formula": "C45H39As2NS4Sn",
  "method": "ωB97M-V/def2-TZVPD",
  "homo_lumo_gap_ev": 5.96,
  "e_lumo_ev": -0.26,
  "charge": 0,
  "symbols": ["C", "H", "C", "C", "H", "C", "C", "S", "C", "S", "H", "C", "C", "C", "C", "C", "C", "H", "C", "H", "C", "H", "C", "H", "H", "C", "N", "Sn", "H", "C", "C", "C", "C", "C", "H", "H", "C", "H", "S", "As", "H", "C", "As", "H", "C", "C", "H", "C", "H", "H", "C", "H", "H", "H", "H", "H", "H", "C", "C", "H", "H", "H", "H", "C", "H", "H", "C", "S", "C", "H", "C", "C", "C", "C", "H", "H", "H", "C", "H", "C", "C", "H", "C", "C", "C", "C", "C", "H", "H", "H", "C", "H"],
  "xyz": [[9.917120, 13.736797, 14.550553], [11.993264, 11.165951, 13.846114], [16.245050, 14.782288, 8.421749], [12.175132, 10.485164, 8.504617], [7.181144, 14.460194, 11.652331], [14.512308, 9.987410, 8.985754], [14.902175, 11.619694, 11.803083], [12.184006, 18.186949, 11.265804], [11.511079, 7.760302, 13.802028], [11.502714, 14.492323, 14.321943], [12.218248, 6.494779, 12.217285], [11.103861, 17.490548, 7.345410], [15.701824, 12.588718, 10.976858], [11.407149, 17.270156, 8.688589], [10.880932, 18.784204, 6.902640], [7.622668, 17.813126, 13.863221], [9.722348, 18.019743, 12.699137], [17.311667, 16.802475, 10.967953], [12.088571, 7.491519, 12.564110], [6.425102, 16.122969, 13.181391], [17.123243, 15.223888, 7.426942], [15.589883, 12.444143, 9.902056], [8.147559, 14.941932, 11.467384], [18.838564, 16.380590, 6.934858], [17.027343, 14.872092, 6.421067], [9.490792, 13.436704, 15.861127], [9.568138, 16.812285, 12.133213], [11.601397, 15.469134, 11.829683], [11.172185, 10.744164, 8.806857], [12.416235, 9.907440, 12.166418], [15.859607, 15.483831, 13.824084], [9.048144, 13.367866, 13.521670], [11.889194, 10.161425, 13.450735], [18.633586, 14.902176, 13.711959], [6.354372, 12.193350, 15.243157], [11.558175, 20.532334, 9.721439], [8.205941, 12.868811, 16.126039], [8.266162, 15.145175, 10.421674], [9.482217, 13.717240, 11.814886], [15.213278, 14.569947, 11.179483], [16.249007, 16.160705, 15.830758], [18.053635, 15.436945, 14.889348], [12.972042, 11.497318, 11.063200], [10.384496, 19.732422, 11.706534], [11.422037, 19.666518, 9.093153], [11.403968, 9.098444, 14.235444], [7.960227, 12.698592, 17.224217], [18.275512, 16.571685, 9.061734], [15.498156, 14.029440, 8.183420], [11.345819, 19.319390, 13.164402], [17.316495, 16.241463, 10.042915], [10.142476, 13.629722, 16.727489], [16.796956, 12.587020, 11.160000], [11.149164, 6.885588, 14.386998], [14.789457, 12.051227, 12.792620], [7.186424, 12.549820, 12.861655], [11.565993, 10.071482, 6.464090], [7.767601, 12.833987, 13.745319], [8.360595, 16.195615, 12.239307], [15.246036, 9.909664, 9.782866], [19.713417, 14.648741, 13.734198], [13.875199, 9.231611, 5.787950], [11.030711, 16.563767, 6.765134], [16.432979, 14.922584, 12.684509], [19.022193, 17.293349, 9.403297], [6.887628, 18.193228, 14.578720], [11.583711, 18.357026, 9.565221], [11.475964, 15.601003, 9.211730], [8.789765, 18.503999, 13.632658], [15.637298, 8.985854, 7.452477], [12.338316, 9.955187, 7.215562], [16.418406, 15.209612, 9.756990], [10.843394, 18.921580, 12.280078], [7.349848, 12.600163, 15.066027], [10.971932, 9.383332, 15.201493], [10.802766, 20.900379, 7.442796], [12.936365, 8.350165, 10.759878], [13.615686, 9.456139, 6.845928], [18.680535, 15.771649, 15.757018], [14.688140, 9.413615, 7.738698], [12.482474, 8.537365, 11.708461], [15.253661, 10.581562, 11.956505], [7.367433, 16.679379, 13.102418], [17.816473, 14.642014, 12.612781], [13.268695, 10.564264, 9.360626], [16.700798, 15.724079, 14.917846], [18.191359, 16.090695, 7.784077], [18.222186, 14.236020, 11.678025], [8.985211, 19.462175, 14.115381], [14.767759, 15.661279, 13.856056], [11.015774, 19.875529, 7.770437], [10.657307, 18.930612, 5.838506]],
  "atomic_forces_ev_per_a": [[0.4269, -0.1449, 1.0364], [-0.5276, 0.0658, 0.1102], [0.9772, -0.1479, 0.2392], [0.3116, -0.6801, -0.8351], [0.2623, 0.3285, 0.0075], [-1.1128, 0.1443, 0.9450], [-1.4220, -0.1588, -0.0828], [-0.4992, 0.4300, -0.6191], [-0.2694, 0.1535, 0.2422], [-0.7833, -0.5423, 0.6002], [-0.0095, -0.7377, -0.1120], [-0.0328, 0.1627, 0.3191], [0.9729, 0.9640, -0.7654], [-0.0337, -0.2416, 1.1458], [0.1942, -0.0304, -0.6334], [-0.3561, 0.0351, -0.0511], [-0.8283, -0.6341, 0.3995], [0.1298, -0.4090, 0.1850], [0.0052, 1.5394, -0.5422], [0.4565, 0.3155, 0.0142], [0.3901, 0.4703, 1.5631], [-0.0245, -0.2661, -0.0708], [0.6339, -0.6643, 0.1777], [-0.0489, -0.0101, 0.9773], [-0.0764, -0.0809, -0.4112], [-1.3108, -0.6676, 0.5805], [-0.9598, 0.4535, -0.2367], [1.1025, -0.2681, -0.1156], [-0.0146, 0.5442, 0.1865], [-0.2295, -1.2058, -0.2022], [0.4207, -0.5312, -0.0913], [-0.5881, 0.2440, -0.3798], [0.6134, -1.0350, -0.7131], [0.0679, -0.1552, 0.7001], [0.2484, 0.0395, -0.0220], [0.1332, -0.0070, 0.2579], [1.5800, 0.8084, 0.8228], [-0.0340, 0.1102, -0.7432], [-0.7882, -0.1352, 0.1518], [0.4265, -0.7926, 0.0343], [0.4262, -0.2917, -0.5946], [0.6864, 0.5877, -0.1528], [0.7018, -0.7339, 0.9440], [0.2503, 0.0626, 0.1242], [-0.5464, -0.4648, -0.9628], [0.1873, 0.1239, -0.0044], [0.0303, 0.0870, -1.7517], [-0.3267, 1.0223, 1.3809], [-0.0389, 0.1705, 0.0100], [-0.0961, 0.1675, -0.1149], [0.4232, -0.6482, -1.3804], [-0.2371, 0.0429, -0.6858], [-0.6086, -0.2629, 0.0978], [0.2663, 1.0159, -0.2138], [-0.2484, -0.1269, 0.3765], [-0.0648, 0.0818, 0.5651], [-0.0830, -0.3334, 0.1602], [0.8465, -0.1664, 0.5679], [0.0365, 0.5999, 1.3200], [0.3200, 0.1920, -0.3961], [-0.8329, 0.2756, -0.2976], [-0.6950, -0.1740, 0.8109], [-0.1164, 0.7529, -0.2333], [-0.0732, 0.0686, -0.3061], [-0.0237, -0.1591, -0.5762], [0.2782, -0.2175, -0.2406], [0.1745, 0.8049, -0.0586], [-0.0951, -0.3242, -0.4060], [0.5522, 0.4172, -0.4126], [0.0410, -0.0306, -0.0553], [1.7627, 0.0437, 0.0158], [-0.7510, 0.5784, -0.0885], [0.5833, -0.3208, -0.2072], [-0.4624, -0.1759, -0.5412], [0.1528, -0.4642, -0.2810], [0.2080, -0.5163, -0.0156], [0.0532, -0.2756, -0.5138], [-0.2258, 0.5931, -0.9671], [-0.5685, -0.7134, -0.9270], [-0.7532, 0.3904, 0.2298], [-0.1200, 1.7165, 1.7932], [0.2282, 0.5945, -0.4285], [0.1040, -0.6140, -0.3896], [-0.2493, 0.0550, 0.3892], [0.5782, -0.4485, 0.0640], [-0.9073, 0.4901, 0.8338], [-0.7896, -0.8192, -1.8605], [-0.0450, 0.1463, 0.5036], [-0.0488, -0.2843, -0.0582], [0.7893, 0.0186, 0.1031], [-0.0099, 0.0834, 0.2549], [-0.0672, 0.1199, 0.5079]]
}